(1)
ORCA calculation (wB97M-V/def2-TZVPD) on a structure of composition C25H25BrMoN2O3PS at a distorted geometry.

Calculated values
**Energy relative to the best compared isomer or geometry (same formula, charge and spin)**: 28.79 kcal per mole
**Charge**: +3
**F_max**: 3.18 eV/Å
**HOMO-LUMO gap (alpha / beta)**: 3.4 / 2.7 eV
**⟨S²⟩**: 2.015
**2S+1**: 3
**HOMO level (alpha / beta)**: -16.267 / -15.588 eV
**Energy**: -127444.6492 eV

Cartesian coordinates (Å):
1 Mo 0.99 0.03 0.65
2 C 2.27 4.86 -1.99
3 C 2.68 3.72 -1.14
4 C 3.90 3.72 -0.46
5 C 4.19 2.69 0.42
6 C 3.25 1.69 0.57
7 Br 3.39 0.30 1.90
8 N 2.11 1.60 -0.12
9 C 1.85 2.61 -0.98
10 H 3.02 5.07 -2.75
11 H 2.22 5.76 -1.37
12 H 1.31 4.70 -2.46
13 H 4.61 4.52 -0.59
14 H 5.12 2.66 0.98
15 H 0.93 2.54 -1.55
16 N -0.73 0.33 -0.80
17 C -1.83 1.22 -0.45
18 C -1.84 1.85 0.79
19 C -2.90 2.65 1.16
20 C -3.97 2.84 0.27
21 C -3.94 2.25 -1.00
22 C -2.88 1.44 -1.34
23 S -5.89 4.73 -0.10
24 O -5.03 3.57 0.71
25 O -7.14 4.90 0.53
26 O -5.66 4.62 -1.50
27 H -0.37 0.62 -1.71
28 H -1.14 -0.59 -0.99
29 H -0.99 1.70 1.47
30 H -2.94 3.12 2.13
31 H -4.74 2.43 -1.70
32 H -2.87 0.98 -2.32
33 C 2.94 -2.84 -0.99
34 P 1.41 -2.19 -0.25
35 C 1.39 -2.55 1.52
36 C 0.58 -1.61 2.22
37 C 0.45 -1.67 3.60
38 C 1.16 -2.65 4.29
39 C 1.96 -3.56 3.62
40 C 2.12 -3.49 2.23
41 C -0.03 -3.07 -0.90
42 C -1.03 -3.49 -0.02
43 C -2.14 -4.17 -0.50
44 C -2.27 -4.42 -1.86
45 C -1.28 -3.99 -2.74
46 C -0.17 -3.31 -2.27
47 H 2.92 -3.93 -0.95
48 H 3.81 -2.46 -0.46
49 H 3.00 -2.53 -2.04
50 H -0.16 -0.97 1.58
51 H -0.19 -0.99 4.13
52 H 1.06 -2.70 5.37
53 H 2.46 -4.34 4.17
54 H 2.75 -4.19 1.72
55 H -0.92 -3.34 1.05
56 H -2.89 -4.52 0.20
57 H -3.13 -4.96 -2.22
58 H -1.38 -4.19 -3.79
59 H 0.60 -3.00 -2.97

These are the natural (NBO) partial charges, in e, on atoms 1 to 8:
1. Mo 0.510
2. C -0.647
3. C 0.008
4. C -0.090
5. C -0.237
6. C 0.170
7. Br 0.281
8. N -0.535

---

(2)
ORCA calculation (wB97M-V/def2-TZVPD) on a structure of composition C25H25Cl3I2N4O4S4Tl at a distorted geometry.

Calculated values
**Energy relative to the best compared isomer or geometry (same formula, charge and spin)**: 35.43 kcal per mole
**Charge**: +1
**F_max**: 1.05 eV/Å
**HOMO-LUMO gap**: 7.0 eV
**HOMO level**: -10.539 eV
**Energy**: -142276.5391 eV

Cartesian coordinates (Å):
1 Tl 0.32 0.01 -0.24
2 C -3.66 1.76 2.03
3 C -2.49 0.84 1.87
4 N -1.31 1.28 1.64
5 N -1.11 2.60 1.63
6 C 0.10 3.18 1.44
7 N 0.07 4.52 1.40
8 S 1.55 2.36 1.37
9 C -2.66 -0.63 2.01
10 C -3.80 -1.17 2.61
11 C -3.90 -2.54 2.78
12 C -2.85 -3.35 2.35
13 C -1.76 -2.73 1.76
14 N -1.67 -1.42 1.59
15 H -3.45 2.53 2.77
16 H -4.57 1.24 2.34
17 H -3.88 2.24 1.08
18 H -1.92 3.22 1.57
19 H -0.78 5.04 1.31
20 H 0.95 5.00 1.25
21 H -4.59 -0.54 2.98
22 H -4.77 -2.98 3.24
23 H -2.88 -4.42 2.48
24 H -0.93 -3.32 1.40
25 I 2.19 -2.22 1.82
26 C 3.21 -3.15 0.18
27 I 2.30 -2.94 -1.75
28 H 3.25 -4.21 0.39
29 H 4.21 -2.73 0.13
30 O -0.88 -0.81 -2.65
31 S -1.63 -1.92 -1.99
32 C -3.35 -1.72 -2.48
33 C -4.35 -2.36 -1.76
34 C -5.67 -2.14 -2.11
35 C -5.98 -1.30 -3.17
36 C -4.97 -0.67 -3.88
37 C -3.65 -0.87 -3.53
38 C -1.29 -3.38 -2.99
39 C -1.59 -4.64 -2.50
40 C -1.25 -5.76 -3.24
41 C -0.60 -5.61 -4.46
42 C -0.29 -4.35 -4.94
43 C -0.63 -3.22 -4.20
44 H -4.10 -3.01 -0.93
45 H -6.46 -2.62 -1.55
46 H -7.02 -1.12 -3.44
47 H -5.21 -0.01 -4.70
48 H -2.84 -0.37 -4.05
49 H -2.09 -4.75 -1.54
50 H -1.48 -6.75 -2.86
51 H -0.33 -6.49 -5.03
52 H 0.22 -4.23 -5.89
53 H -0.39 -2.22 -4.54
54 C 4.48 3.13 -3.05
55 O 3.49 2.36 -3.77
56 C 2.32 2.23 -3.31
57 S 0.75 1.79 -3.74
58 S 1.47 2.74 -1.92
59 H 4.87 3.88 -3.74
60 H 5.28 2.46 -2.75
61 H 4.03 3.61 -2.18
62 Cl -4.42 2.14 -1.82
63 C -3.15 3.35 -2.09
64 Cl -3.55 4.29 -3.53
65 Cl -3.09 4.47 -0.71
66 C -1.77 2.58 -2.24
67 O -1.38 2.46 -3.42
68 O -1.24 2.19 -1.19

These are the natural (NBO) partial charges, in e, on atoms 1 to 8:
1. Tl 0.582
2. C -0.703
3. C 0.246
4. N -0.231
5. N -0.426
6. C 0.315
7. N -0.773
8. S -0.264

---

(3)
ORCA calculation (wB97M-V/def2-TZVPD) on a structure of composition C25H25CrO4Si at a distorted geometry.

Calculated values
**Charge**: +2
**F_max**: 5.03 eV/Å
**HOMO-LUMO gap (alpha / beta)**: 7.0 / 5.8 eV
**⟨S²⟩**: 3.834
**2S+1**: 4
**HOMO level (alpha / beta)**: -13.016 / -14.398 eV
**Energy**: -70800.6666 eV

Cartesian coordinates (Å):
1 C 5.33 -3.86 -1.13
2 Si 3.85 -3.77 -2.26
3 C 4.28 -2.87 -3.82
4 C 3.22 -5.49 -2.65
5 O 2.67 -2.91 -1.39
6 C 1.52 -2.39 -1.80
7 C 0.48 -2.03 -0.95
8 C -0.78 -2.39 -1.52
9 C -1.94 -2.41 -0.82
10 H 6.13 -4.40 -1.66
11 H 5.70 -2.87 -0.86
12 H 5.10 -4.41 -0.21
13 H 5.01 -3.49 -4.37
14 H 3.41 -2.70 -4.47
15 H 4.75 -1.90 -3.61
16 H 4.00 -6.02 -3.22
17 H 3.03 -6.06 -1.73
18 H 2.30 -5.47 -3.25
19 H 1.41 -2.29 -2.89
20 H 0.65 -1.85 0.13
21 H -0.74 -2.68 -2.58
22 H -2.87 -2.62 -1.32
23 H -1.91 -2.22 0.25
24 O -3.66 6.54 2.05
25 C -3.90 5.40 1.99
26 Cr -4.19 3.57 1.56
27 C -2.69 3.77 0.45
28 O -1.78 3.96 -0.25
29 C -5.17 4.31 0.10
30 O -5.60 4.88 -0.82
31 C -5.66 3.01 3.04
32 C -4.40 3.12 3.65
33 C -3.30 2.42 3.12
34 C -3.45 1.54 2.02
35 C -2.28 0.88 1.41
36 C -1.22 0.50 0.89
37 C -0.09 0.14 0.16
38 C 1.17 0.70 0.62
39 C 2.40 0.34 0.03
40 C 3.58 1.02 0.34
41 C 3.55 2.09 1.25
42 C 2.34 2.44 1.88
43 C 1.18 1.73 1.60
44 C -4.71 1.50 1.39
45 C -5.81 2.19 1.91
46 H -6.51 3.58 3.42
47 H -4.25 3.77 4.52
48 H -2.31 2.54 3.56
49 H -0.22 0.00 -0.92
50 H 2.42 -0.49 -0.68
51 H 4.51 0.73 -0.15
52 H 4.46 2.65 1.45
53 H 2.31 3.28 2.58
54 H 0.23 2.00 2.06
55 H -4.81 0.91 0.48
56 H -6.78 2.11 1.40

These are the natural (NBO) partial charges, in e, on atoms 1 to 8:
1. C -1.137
2. Si 1.824
3. C -1.151
4. C -1.140
5. O -0.700
6. C 0.369
7. C -0.181
8. C -0.241

---

(4)
ORCA calculation (wB97M-V/def2-TZVPD) on a structure of composition C25H25F8NOP2SnTe4 at a distorted geometry.

Calculated values
**Energy relative to the best compared isomer or geometry (same formula, charge and spin)**: 140.73 kcal per mole
**F_max**: 7.61 eV/Å
**HOMO-LUMO gap**: 5.4 eV
**HOMO level**: -5.871 eV
**Energy**: -105187.6479 eV

Cartesian coordinates (Å):
1 Sn 1.44 -0.54 0.12
2 F 5.27 -0.93 -3.77
3 C 4.23 -0.28 -3.25
4 C 3.37 -0.95 -2.39
5 C 2.28 -0.28 -1.88
6 C 2.05 1.06 -2.22
7 C 2.94 1.70 -3.07
8 F 2.77 3.00 -3.38
9 C 4.05 1.05 -3.57
10 C 0.78 1.61 -1.75
11 C 0.04 2.59 -2.41
12 C -1.28 2.79 -2.07
13 C -1.89 1.95 -1.14
14 C -1.10 1.00 -0.54
15 N 0.21 0.91 -0.76
16 H 3.53 -2.01 -2.20
17 H 4.75 1.57 -4.20
18 H 0.50 3.16 -3.20
19 H -1.86 3.55 -2.57
20 H -2.95 1.98 -0.93
21 H -1.52 0.17 -0.03
22 Te 1.90 -2.83 0.77
23 Te 4.17 -2.83 1.52
24 Te 5.29 -0.74 1.52
25 Te 3.82 0.98 0.68
26 C 0.20 -1.53 3.54
27 P -0.54 -1.28 1.85
28 C -1.62 -2.76 1.85
29 C -1.68 0.06 2.32
30 C -3.05 -0.04 2.49
31 C -3.80 1.09 2.78
32 C -3.19 2.33 2.89
33 C -1.82 2.46 2.69
34 C -1.07 1.33 2.40
35 P 0.70 1.38 2.00
36 C 1.49 1.84 3.60
37 C 0.86 2.96 1.10
38 H -0.47 -1.13 4.31
39 H 1.17 -1.03 3.63
40 H 0.34 -2.60 3.72
41 H -2.12 -2.84 2.82
42 H -1.02 -3.65 1.68
43 H -2.34 -2.66 1.05
44 H -3.56 -0.99 2.36
45 H -4.87 1.00 2.91
46 H -3.78 3.21 3.11
47 H -1.35 3.43 2.73
48 H 1.19 2.86 3.84
49 H 2.57 1.80 3.49
50 H 1.17 1.17 4.40
51 H 1.04 3.75 1.82
52 H -0.06 3.17 0.55
53 H 1.73 2.95 0.44
54 C -1.09 -3.79 -1.76
55 C -1.10 -2.25 -1.87
56 O -0.43 -1.65 -0.81
57 C -0.48 -1.91 -3.24
58 F -1.25 -2.37 -4.25
59 F -0.32 -0.60 -3.46
60 F 0.72 -2.49 -3.38
61 C -2.57 -1.75 -1.92
62 F -3.06 -1.50 -0.68
63 F -3.41 -2.65 -2.48
64 F -2.73 -0.61 -2.62
65 H -0.06 -4.10 -1.61
66 H -1.48 -4.24 -2.67
67 H -1.69 -4.09 -0.90

These are the natural (NBO) partial charges, in e, on atoms 1 to 8:
1. Sn 1.323
2. F -0.313
3. C 0.458
4. C -0.334
5. C -0.327
6. C -0.208
7. C 0.448
8. F -0.327

---

(5)
ORCA calculation (wB97M-V/def2-TZVPD) on a structure of composition C25H25FGaN2O10S at a distorted geometry.

Calculated values
**Charge**: -1
**F_max**: 2.13 eV/Å
**HOMO-LUMO gap**: 6.3 eV
**HOMO level**: -6.094 eV
**Energy**: -115713.4286 eV

Cartesian coordinates (Å):
1 C -0.88 -3.63 -1.29
2 C 0.25 -3.25 -0.33
3 N -0.15 -2.46 0.84
4 C -1.19 -1.46 0.57
5 C -0.76 -0.45 -0.48
6 Ga 0.84 0.52 0.34
7 O 0.54 2.43 0.27
8 C 0.10 2.73 -0.88
9 N -0.29 3.08 -1.93
10 S 2.85 -0.13 -0.70
11 O 2.69 -0.90 -1.90
12 O 3.64 -0.81 0.29
13 F 3.71 1.22 -1.01
14 C -0.39 -3.26 1.96
15 C -1.68 -3.22 2.74
16 O 0.49 -4.00 2.37
17 H -1.71 -4.16 -0.83
18 H -1.31 -2.78 -1.81
19 H -0.46 -4.26 -2.07
20 H 0.98 -2.69 -0.90
21 H 0.74 -4.16 -0.04
22 H -1.30 -0.88 1.49
23 H -2.18 -1.88 0.36
24 H -1.51 0.31 -0.65
25 H -0.41 -0.92 -1.39
26 H 0.94 0.13 1.85
27 H -2.27 -4.11 2.59
28 H -1.41 -3.17 3.79
29 H -2.32 -2.36 2.55
30 C 0.14 -3.29 -6.37
31 C -0.44 -2.72 -5.32
32 C -1.90 -2.86 -5.08
33 O -2.43 -2.34 -4.12
34 C -2.69 -3.66 -6.05
35 C -2.11 -4.23 -7.10
36 C -0.65 -4.09 -7.35
37 O -0.12 -4.62 -8.31
38 H 1.20 -3.20 -6.57
39 H 0.11 -2.14 -4.60
40 H -3.75 -3.75 -5.85
41 H -2.66 -4.82 -7.82
42 C 4.42 3.78 4.66
43 C 3.26 3.37 4.15
44 C 3.21 2.29 3.14
45 O 2.16 1.90 2.67
46 C 4.50 1.69 2.70
47 C 5.65 2.11 3.21
48 C 5.71 3.19 4.22
49 O 6.76 3.57 4.68
50 H 4.48 4.57 5.40
51 H 2.31 3.79 4.46
52 H 4.43 0.90 1.96
53 H 6.60 1.68 2.90
54 C -1.82 3.65 1.77
55 C -1.67 4.98 1.75
56 C -2.81 5.88 2.01
57 O -2.68 7.09 1.99
58 C -4.13 5.26 2.29
59 C -4.28 3.94 2.31
60 C -3.13 3.03 2.05
61 O -3.27 1.83 2.07
62 H -0.99 2.98 1.57
63 H -0.72 5.45 1.54
64 H -4.95 5.94 2.48
65 H -5.23 3.47 2.52

These are the natural (NBO) partial charges, in e, on atoms 1 to 8:
1. C -0.636
2. C -0.225
3. N -0.462
4. C -0.234
5. C -0.914
6. Ga 1.132
7. O -0.799
8. C 0.548

---

(6)
ORCA calculation (wB97M-V/def2-TZVPD) on a structure of composition C25H25HfN2P at a distorted geometry.

Calculated values
**F_max**: 2.26 eV/Å
**HOMO-LUMO gap**: 8.0 eV
**HOMO level**: -7.363 eV
**Energy**: -39906.2304 eV

Cartesian coordinates (Å):
1 C -0.20 0.86 -1.67
2 C 1.19 1.22 -1.57
3 C 1.35 2.03 -0.39
4 C 0.06 2.17 0.23
5 C -0.89 1.41 -0.54
6 Hf 0.71 -0.14 0.48
7 N -0.94 -1.27 0.52
8 C -0.25 -2.26 -0.34
9 C 1.23 -1.91 -0.62
10 H 2.26 2.56 -0.10
11 H 1.95 1.05 -2.32
12 H -0.18 2.85 1.04
13 H -1.97 1.38 -0.37
14 H -0.66 0.33 -2.51
15 H 1.45 -1.98 -1.69
16 H -0.32 -3.27 0.12
17 H -1.86 -1.56 0.82
18 H 1.90 -2.55 -0.04
19 H -0.81 -2.38 -1.29
20 N 1.42 -0.20 2.33
21 P 0.43 -0.04 3.56
22 C -0.16 1.67 3.57
23 C 0.87 2.63 3.47
24 C 0.61 3.98 3.68
25 C -0.70 4.38 3.98
26 C -1.73 3.44 4.00
27 C -1.48 2.09 3.78
28 C -0.67 -1.46 3.68
29 C -0.01 -2.68 3.90
30 C -0.73 -3.83 4.20
31 C -2.13 -3.76 4.24
32 C -2.79 -2.58 3.90
33 C -2.07 -1.42 3.60
34 C 1.06 -0.08 5.26
35 C 2.43 -0.22 5.51
36 C 2.86 -0.24 6.83
37 C 1.95 -0.12 7.88
38 C 0.58 0.03 7.62
39 C 0.13 0.06 6.30
40 H 1.88 2.29 3.23
41 H 1.42 4.70 3.64
42 H -0.89 5.43 4.21
43 H -2.75 3.77 4.21
44 H -2.28 1.36 3.81
45 H 1.09 -2.71 3.84
46 H -0.20 -4.76 4.41
47 H -2.69 -4.65 4.52
48 H -3.88 -2.56 3.89
49 H -2.57 -0.50 3.31
50 H 3.10 -0.31 4.66
51 H 3.93 -0.35 7.05
52 H 2.30 -0.14 8.92
53 H -0.14 0.14 8.43
54 H -0.93 0.19 6.08

These are the natural (NBO) partial charges, in e, on atoms 1 to 8:
1. C -0.324
2. C -0.323
3. C -0.409
4. C -0.377
5. C -0.320
6. Hf 2.066
7. N -1.041
8. C -0.259

---

(7)
ORCA calculation (wB97M-V/def2-TZVPD) on a structure of composition C25H25I2N4O3PtS.

Calculated values
**Energy relative to the best compared isomer or geometry (same formula, charge and spin)**: 3.64 kcal per mole
**Charge**: +1
**F_max**: 0.65 eV/Å
**HOMO-LUMO gap**: 6.9 eV
**HOMO level**: -11.228 eV
**Energy**: -68713.2687 eV

Cartesian coordinates (Å):
1 Pt -1.37 -0.65 -0.65
2 C 0.02 0.55 5.30
3 C 0.31 -0.83 4.76
4 N -0.67 -1.25 3.76
5 C -1.77 -2.07 4.26
6 C -1.44 -3.56 4.23
7 C -0.53 -0.89 2.48
8 S -1.76 -1.54 1.39
9 N 0.54 -0.16 2.20
10 C 0.79 0.60 1.14
11 O 0.04 0.86 0.16
12 C 2.12 1.28 1.15
13 C 2.99 1.14 2.23
14 C 4.23 1.76 2.21
15 C 4.61 2.51 1.10
16 C 3.75 2.66 0.03
17 C 2.50 2.05 0.05
18 H 0.74 0.81 6.08
19 H -0.98 0.61 5.74
20 H 0.09 1.29 4.51
21 H 0.27 -1.58 5.55
22 H 1.30 -0.88 4.31
23 H -2.68 -1.85 3.70
24 H -1.96 -1.74 5.28
25 H -1.28 -3.90 3.21
26 H -2.26 -4.13 4.66
27 H -0.54 -3.77 4.81
28 H 2.68 0.56 3.08
29 H 4.90 1.65 3.05
30 H 5.58 2.99 1.09
31 H 4.04 3.25 -0.82
32 H 1.81 2.17 -0.77
33 O 4.77 -0.40 -5.02
34 C 3.61 -0.08 -5.62
35 O 3.56 0.12 -6.80
36 C 2.38 -0.01 -4.76
37 C 2.41 0.06 -3.37
38 C 1.23 0.11 -2.64
39 C 0.01 0.12 -3.32
40 C -0.03 0.04 -4.71
41 C 1.15 -0.02 -5.42
42 N -1.19 0.17 -2.54
43 C -2.23 0.76 -2.99
44 C -3.45 0.72 -2.20
45 C -4.64 1.29 -2.65
46 C -5.77 1.17 -1.85
47 C -5.67 0.50 -0.65
48 C -4.45 -0.03 -0.26
49 N -3.36 0.08 -1.01
50 H 4.64 -0.63 -4.10
51 H 3.34 0.11 -2.82
52 H 1.26 0.19 -1.57
53 H -0.97 -0.03 -5.24
54 H 1.14 -0.09 -6.50
55 H -2.23 1.29 -3.94
56 H -4.67 1.80 -3.60
57 H -6.71 1.58 -2.18
58 H -6.53 0.38 0.00
59 H -4.32 -0.55 0.68
60 I -0.14 -3.07 -0.90
61 I 0.83 -3.50 -3.33

These are the natural (NBO) partial charges, in e, on atoms 1 to 8:
1. Pt 0.811
2. C -0.620
3. C -0.212
4. N -0.371
5. C -0.221
6. C -0.621
7. C 0.397
8. S -0.157

---

(8)
ORCA calculation (wB97M-V/def2-TZVPD) on the molecule C25H25N3O5S at a distorted geometry.

Calculated values
**Energy relative to the best compared isomer or geometry (same formula, charge and spin)**: 85.90 kcal per mole
**F_max**: 1.16 eV/Å
**HOMO-LUMO gap**: 8.5 eV
**SMILES**: CCOC(=O)c1ccc(N2CSC3=C(C#N)[C@H](c4ccc(OC)cc4OC)CC(=O)N3C2)cc1
**HOMO level**: -8.302 eV
**Energy**: -51873.7269 eV

Cartesian coordinates (Å):
1 C -5.14 -0.33 1.77
2 C -5.05 -1.39 0.69
3 H -5.55 -2.31 1.00
4 H -5.47 -1.03 -0.25
5 O -3.68 -1.74 0.47
6 C -3.09 -1.26 -0.63
7 O -3.65 -0.61 -1.48
8 C -1.65 -1.60 -0.68
9 C -0.84 -0.95 -1.60
10 C 0.52 -1.18 -1.65
11 C 1.12 -2.10 -0.78
12 C 0.29 -2.79 0.11
13 C -1.07 -2.53 0.17
14 H -1.69 -3.07 0.88
15 H 0.69 -3.56 0.76
16 N 2.48 -2.39 -0.85
17 C 3.21 -2.83 0.29
18 H 3.83 -3.69 0.04
19 H 2.57 -3.05 1.14
20 S 4.43 -1.54 0.91
21 C 3.72 -0.13 0.12
22 C 3.46 1.01 0.78
23 C 3.79 1.19 2.13
24 N 4.06 1.37 3.23
25 C 2.75 2.12 0.04
26 C 1.23 1.95 0.03
27 C 0.48 2.72 -0.84
28 C -0.91 2.70 -0.86
29 C -1.58 1.90 0.05
30 C -0.85 1.11 0.93
31 C 0.54 1.11 0.92
32 O 1.27 0.31 1.75
33 C 0.62 -0.37 2.79
34 H 0.05 0.31 3.43
35 H 1.42 -0.82 3.38
36 H -0.04 -1.16 2.41
37 H -1.40 0.48 1.61
38 O -2.93 1.82 0.18
39 C -3.74 2.46 -0.78
40 H -3.58 3.55 -0.77
41 H -3.55 2.07 -1.78
42 H -4.76 2.24 -0.50
43 H -1.43 3.32 -1.57
44 H 0.97 3.39 -1.53
45 C 3.37 2.15 -1.37
46 C 3.21 0.81 -2.05
47 O 2.94 0.67 -3.22
48 N 3.45 -0.27 -1.24
49 C 3.31 -1.63 -1.74
50 H 4.29 -2.11 -1.79
51 H 2.89 -1.57 -2.75
52 H 2.94 2.91 -2.01
53 H 4.45 2.35 -1.28
54 H 2.97 3.08 0.53
55 H 1.09 -0.63 -2.37
56 H -1.29 -0.23 -2.27
57 H -4.75 -0.71 2.71
58 H -6.18 -0.04 1.91
59 H -4.56 0.54 1.48

These are the natural (NBO) partial charges, in e, on atoms 1 to 8:
1. C -0.636
2. C -0.078
3. H 0.184
4. H 0.208
5. O -0.517
6. C 0.799
7. O -0.616
8. C -0.228